No. 1
{
  "formula": "C2H5NSi",
  "method": "ωB97M-V/def2-TZVPD",
  "species": ["C", "C", "N", "Si", "H", "H", "H", "H", "H"],
  "xyz": [[-2.65, 0.25, -0.31], [-1.62, -0.22, 0.09], [-0.35, -0.77, 0.59], [1.01, 0.08, -0.02], [-3.40, 0.53, -1.03], [-0.45, -1.44, 1.36], [0.71, 0.69, -1.29], [2.45, -0.56, -0.22], [1.02, 1.26, 1.03]],
  "mulliken_charge": [-0.27, -0.19, -0.16, 0.21, 0.36, 0.30, -0.09, -0.08, -0.07],
  "gap_ha": 0.3680,
  "total_charge": 0,
  "homo_ha": -0.336,
  "smiles": "C#CN[SiH3]",
  "total_energy_ha": -423.344578
}

No. 2
{
  "formula": "CH2ClN2O2",
  "method": "ωB97M-V/def2-TZVPD",
  "species": ["O", "N", "O", "N", "C", "Cl", "H", "H"],
  "xyz": [[1.20, 0.42, -1.29], [1.40, -0.06, -0.20], [2.50, -0.40, 0.22], [0.37, -0.12, 0.67], [-0.95, -0.20, 0.29], [-1.78, 1.45, -0.37], [-1.56, -0.22, 1.30], [-1.19, -0.85, -0.63]],
  "mulliken_charge": [-0.63, 1.10, -0.70, -0.66, -0.23, -0.39, 0.27, 0.26],
  "gap_ha": 0.3133,
  "total_charge": -1,
  "homo_ha": -0.162,
  "smiles": "[O-][N+]([O-])=NCCl",
  "total_energy_ha": -759.421889
}

No. 3
{
  "formula": "C17H26O9S3Ti",
  "method": "ωB97M-V/def2-TZVPD",
  "species": ["Ti", "C", "O", "C", "C", "O", "C", "C", "O", "C", "H", "H", "H", "H", "H", "H", "H", "H", "H", "H", "H", "H", "H", "H", "O", "C", "C", "O", "C", "C", "O", "C", "O", "O", "C", "C", "S", "C", "C", "S", "H", "H", "H", "H", "H", "H", "C", "S", "C", "O", "H", "H", "H", "H", "H", "H"],
  "xyz": [[0.64, -0.37, 0.21], [0.51, 2.59, -3.10], [-0.17, 2.27, -1.91], [-0.37, 3.37, -1.07], [-0.66, 2.85, 0.34], [-1.38, 1.62, 0.33], [-2.70, 1.74, -0.21], [-3.01, 0.62, -1.17], [-3.26, -0.56, -0.42], [-3.40, -1.68, -1.27], [1.52, 2.96, -2.88], [-0.03, 3.35, -3.68], [0.58, 1.67, -3.68], [-1.19, 3.99, -1.46], [0.52, 4.00, -1.01], [-1.20, 3.61, 0.92], [0.27, 2.61, 0.84], [-2.81, 2.69, -0.73], [-3.42, 1.72, 0.61], [-2.17, 0.47, -1.85], [-3.91, 0.88, -1.75], [-4.32, -1.60, -1.86], [-3.47, -2.57, -0.63], [-2.55, -1.78, -1.94], [1.11, -4.25, -4.45], [1.00, -3.50, -3.52], [-0.02, -2.38, -3.38], [-0.91, -2.10, -4.17], [0.29, -1.76, -2.10], [1.35, -2.39, -1.46], [1.71, -1.97, -0.30], [1.87, -3.50, -2.26], [2.77, -4.28, -2.02], [-0.30, -0.76, -1.51], [4.83, 1.13, 0.88], [3.33, 0.96, 1.07], [2.33, 1.27, -0.35], [2.80, 0.60, 2.25], [3.63, 0.31, 3.47], [1.05, 0.39, 2.52], [5.03, 1.48, -0.13], [5.35, 0.18, 1.02], [5.25, 1.85, 1.58], [4.66, 0.65, 3.37], [3.65, -0.76, 3.68], [3.20, 0.79, 4.35], [-1.55, -2.89, 3.33], [-2.05, -1.91, 1.91], [-2.29, -0.37, 2.81], [-0.78, -1.79, 1.13], [-0.66, -2.42, 3.77], [-1.31, -3.88, 2.97], [-2.37, -2.93, 4.05], [-3.22, -0.45, 3.37], [-2.36, 0.41, 2.06], [-1.44, -0.19, 3.46]],
  "mulliken_charge": [0.39, -0.95, 0.13, -0.64, -0.77, -0.03, -1.01, -0.32, -0.25, -0.74, 0.32, 0.30, 0.22, 0.40, 0.41, 0.31, 0.23, 0.34, 0.53, 0.12, 0.46, 0.37, 0.21, 0.17, -0.61, 0.41, -0.42, -0.72, 0.44, 1.18, -0.76, 0.00, -0.67, 0.82, -1.73, 0.80, -0.51, 0.45, -1.63, -0.58, 0.38, 0.32, 0.36, 0.40, 0.25, 0.31, -1.05, 0.54, -0.59, -0.26, 0.26, 0.38, 0.40, 0.48, -0.16, 0.33],
  "gap_ha": [0.2264, 0.2260],
  "total_charge": -1,
  "multiplicity": 2,
  "homo_ha": [-0.149, -0.149],
  "total_energy_ha": -3384.677437
}

No. 4
{
  "formula": "C8H20N2OP",
  "method": "ωB97M-V/def2-TZVPD",
  "species": ["C", "C", "N", "C", "O", "C", "C", "P", "C", "N", "C", "C", "H", "H", "H", "H", "H", "H", "H", "H", "H", "H", "H", "H", "H", "H", "H", "H", "H", "H", "H", "H"],
  "xyz": [[-2.51, 1.56, 1.97], [-1.36, 1.55, 1.00], [-0.75, 0.23, 0.86], [-1.06, -0.84, 0.17], [-2.16, -0.99, -0.55], [0.56, 0.06, 1.46], [1.62, 0.33, 0.47], [3.52, 0.50, 1.23], [1.65, -0.70, -0.72], [0.39, -0.71, -1.41], [0.16, -1.98, -2.11], [0.25, 0.41, -2.47], [-3.14, 0.67, 1.78], [-2.24, 1.31, 3.06], [-3.07, 2.43, 1.87], [-1.95, 1.75, 0.10], [-0.53, 2.31, 1.36], [-0.56, -1.86, 0.46], [-2.58, -0.15, -0.56], [0.45, -1.05, 1.70], [0.49, 0.60, 2.37], [1.38, 1.35, 0.09], [3.17, -0.74, 1.95], [3.19, 1.02, 2.53], [2.44, -0.30, -1.29], [1.87, -1.63, -0.36], [0.71, -2.22, -2.92], [0.17, -2.87, -1.39], [-0.98, -1.81, -2.32], [-0.68, 0.33, -3.00], [0.52, 1.41, -2.14], [1.03, 0.01, -3.19]],
  "mulliken_charge": [-1.25, -0.43, 0.34, 0.13, -0.43, -1.40, -0.02, -0.01, -1.24, 0.23, -1.01, -1.08, 0.30, 0.31, 0.47, 0.34, 0.33, 0.44, 0.32, 0.49, 0.55, 0.36, 0.09, 0.07, 0.49, 0.51, 0.41, 0.32, 0.35, 0.36, 0.28, 0.41],
  "gap_ha": 0.3736,
  "total_charge": 1,
  "homo_ha": -0.469,
  "smiles": "CC/[N+](=C\\O)C[C@@H](P)CN(C)C",
  "total_energy_ha": -842.549085
}

No. 5
{
  "formula": "C4H6O4",
  "method": "ωB97M-V/def2-TZVPD",
  "species": ["C", "C", "O", "O", "H", "H", "H", "C", "C", "O", "O", "H", "H", "H"],
  "xyz": [[0.63, 1.22, -0.89], [0.96, 0.09, -1.90], [0.51, -1.07, -1.77], [1.62, 0.49, -2.91], [1.40, 1.94, -0.60], [0.13, 0.73, -0.05], [0.01, 1.93, -1.42], [-0.77, -1.59, 1.75], [-0.88, -0.04, 1.82], [-2.09, 0.35, 1.77], [0.12, 0.69, 1.94], [-1.45, -1.75, 2.60], [0.25, -1.95, 1.92], [-0.99, -2.05, 0.79]],
  "mulliken_charge": [-0.29, 0.45, -0.68, -0.79, 0.27, -0.20, 0.20, -0.86, 0.65, -0.78, -0.72, 0.30, 0.24, 0.21],
  "gap_ha": 0.2713,
  "total_charge": -2,
  "homo_ha": -0.016,
  "total_energy_ha": -456.968110
}

No. 6
{
  "formula": "C3H5F2O2Si",
  "method": "ωB97M-V/def2-TZVPD",
  "species": ["C", "C", "C", "O", "O", "F", "F", "Si", "H", "H", "H", "H", "H"],
  "xyz": [[0.60, 0.05, -0.14], [-0.70, 2.09, -0.09], [0.69, -1.44, 0.22], [-0.42, 0.82, -0.06], [1.88, 0.67, -0.06], [3.74, -1.32, -0.12], [4.50, 1.19, 0.20], [3.38, 0.19, -0.04], [0.18, 2.79, -0.07], [-1.72, 2.33, 0.16], [-0.09, -2.11, 0.24], [1.19, -1.50, 1.20], [1.37, -1.97, -0.63]],
  "mulliken_charge": [0.64, -0.29, -1.04, -0.25, -0.12, -0.15, -0.13, 0.89, 0.24, 0.29, 0.35, 0.30, 0.26],
  "gap_ha": [0.1961, 0.1962],
  "total_charge": 1,
  "homo_ha": [-0.423, -0.423],
  "total_energy_ha": -756.696334
}

No. 7
{
  "formula": "C36H35BF52O6",
  "method": "ωB97M-V/def2-TZVPD",
  "species": ["F", "C", "F", "C", "F", "F", "C", "O", "C", "F", "F", "C", "F", "F", "H", "H", "H", "H", "F", "C", "F", "C", "F", "F", "C", "O", "C", "F", "F", "C", "F", "F", "H", "H", "H", "H", "F", "C", "F", "C", "F", "F", "C", "O", "C", "F", "F", "C", "F", "F", "H", "H", "H", "H", "F", "C", "F", "C", "F", "F", "C", "O", "C", "F", "F", "C", "F", "F", "H", "H", "H", "H", "F", "C", "F", "C", "F", "F", "C", "O", "C", "F", "F", "C", "F", "F", "H", "H", "H", "H", "F", "C", "F", "C", "F", "F", "C", "O", "C", "F", "F", "C", "F", "F", "H", "H", "H", "H", "C", "C", "F", "C", "B", "C", "C", "C", "F", "F", "F", "H", "H", "H", "H", "H", "H", "H", "H", "H", "H", "H"],
  "xyz": [[-1.62, -6.07, -2.53], [-0.64, -5.41, -1.88], [0.50, -6.12, -2.05], [-0.95, -5.27, -0.39], [-1.00, -6.50, 0.18], [0.13, -4.62, 0.13], [-2.18, -4.45, 0.01], [-3.35, -5.19, 0.35], [-4.28, -5.54, -0.58], [-4.02, -5.02, -1.80], [-5.48, -5.04, -0.19], [-4.45, -7.06, -0.66], [-3.31, -7.65, -1.03], [-5.40, -7.34, -1.59], [-0.50, -4.43, -2.35], [-1.89, -3.97, 0.95], [-2.39, -3.66, -0.70], [-4.76, -7.46, 0.31], [-3.16, 1.40, 1.45], [-3.03, 2.61, 2.04], [-3.77, 3.50, 1.34], [-1.57, 3.07, 2.04], [-1.15, 3.24, 0.77], [-1.59, 4.31, 2.63], [-0.55, 2.23, 2.82], [0.25, 1.33, 2.07], [-0.15, 0.05, 1.82], [-1.29, -0.27, 2.45], [0.82, -0.77, 2.31], [-0.24, -0.23, 0.32], [-1.17, 0.56, -0.25], [-0.62, -1.52, 0.14], [-3.42, 2.56, 3.06], [0.16, 2.95, 3.22], [-1.01, 1.74, 3.69], [0.72, -0.07, -0.16], [1.97, -4.46, -4.20], [2.45, -3.75, -3.16], [1.43, -2.99, -2.68], [3.61, -2.84, -3.58], [3.16, -1.92, -4.46], [3.97, -2.18, -2.44], [4.88, -3.51, -4.11], [5.05, -3.55, -5.52], [4.58, -4.58, -6.28], [4.05, -5.57, -5.54], [5.62, -5.09, -6.96], [3.57, -4.07, -7.33], [2.51, -3.51, -6.72], [3.15, -5.12, -8.06], [2.76, -4.45, -2.37], [5.69, -2.88, -3.76], [5.04, -4.49, -3.66], [4.05, -3.34, -7.98], [3.21, 6.64, 5.73], [2.16, 5.80, 5.59], [2.43, 4.68, 6.31], [1.97, 5.41, 4.13], [3.04, 4.73, 3.68], [0.90, 4.54, 4.13], [1.60, 6.52, 3.13], [2.65, 7.03, 2.33], [3.43, 8.08, 2.73], [3.00, 8.62, 3.88], [3.34, 9.04, 1.77], [4.91, 7.68, 2.81], [5.08, 6.71, 3.72], [5.63, 8.76, 3.19], [1.26, 6.27, 6.00], [0.93, 6.04, 2.42], [1.02, 7.32, 3.60], [5.26, 7.33, 1.83], [-9.36, -5.60, -1.97], [-8.21, -5.16, -2.53], [-8.09, -3.84, -2.23], [-8.24, -5.32, -4.05], [-9.23, -4.56, -4.58], [-7.05, -4.82, -4.49], [-8.33, -6.75, -4.61], [-9.61, -7.20, -5.04], [-10.48, -7.82, -4.19], [-9.95, -8.05, -2.98], [-10.78, -9.03, -4.73], [-11.80, -7.05, -4.08], [-11.58, -5.82, -3.57], [-12.63, -7.71, -3.25], [-7.36, -5.69, -2.10], [-7.74, -6.72, -5.52], [-7.85, -7.47, -3.95], [-12.26, -6.95, -5.06], [6.21, 10.01, -3.87], [7.15, 10.93, -3.57], [8.34, 10.29, -3.48], [6.85, 11.60, -2.23], [6.90, 10.69, -1.24], [7.88, 12.48, -2.03], [5.56, 12.43, -2.12], [4.45, 11.81, -1.49], [3.54, 11.07, -2.19], [3.75, 11.11, -3.51], [2.32, 11.62, -1.96], [3.48, 9.63, -1.67], [4.67, 9.03, -1.83], [2.55, 8.94, -2.37], [7.21, 11.67, -4.37], [5.82, 13.25, -1.45], [5.29, 12.88, -3.07], [3.21, 9.62, -0.61], [0.68, -5.55, 3.06], [0.79, -4.02, 3.16], [-0.52, -3.52, 3.21], [1.60, -3.52, 4.36], [1.13, -2.15, 4.96], [2.03, -1.39, 6.01], [1.52, -1.46, 7.46], [0.04, -1.21, 7.63], [-0.24, -0.82, 8.89], [-0.69, -2.32, 7.42], [-0.44, -0.25, 6.82], [0.84, -5.87, 2.02], [1.41, -6.06, 3.68], [-0.32, -5.86, 3.36], [1.28, -3.67, 2.25], [2.64, -3.37, 4.03], [1.58, -4.26, 5.18], [0.10, -1.67, 4.61], [2.20, -0.34, 5.74], [3.03, -1.86, 6.01], [2.01, -0.70, 8.07], [1.74, -2.42, 7.94]],
  "mulliken_charge": [-0.25, 0.05, -0.27, 1.06, -0.32, -0.22, -0.77, -0.43, 0.82, -0.32, -0.32, 0.19, -0.21, -0.22, 0.22, 0.33, 0.45, 0.24, -0.20, -0.01, -0.28, 1.02, -0.30, -0.33, -0.24, -0.35, 0.79, -0.33, -0.31, 0.04, -0.24, -0.13, 0.30, 0.00, 0.43, 0.24, -0.26, 0.17, -0.25, 0.90, -0.27, -0.33, -0.80, -0.39, 0.79, -0.28, -0.30, 0.19, -0.20, -0.25, 0.28, 0.43, 0.35, 0.25, -0.24, 0.09, -0.25, 0.97, -0.31, -0.43, -0.70, -0.38, 0.70, -0.29, -0.30, 0.26, -0.24, -0.26, 0.32, 0.34, 0.34, 0.25, -0.24, 0.49, -0.27, 0.89, -0.28, -0.31, -0.83, -0.40, 0.85, -0.28, -0.31, 0.18, -0.22, -0.26, -0.09, 0.43, 0.39, 0.25, -0.21, 0.06, -0.27, 0.89, -0.26, -0.33, -0.72, -0.36, 0.76, -0.29, -0.31, 0.56, -0.22, -0.28, 0.29, 0.39, 0.33, -0.01, -1.35, 1.23, -0.41, -1.11, 0.34, -0.53, -0.81, 0.81, -0.31, -0.26, -0.24, 0.12, 0.42, 0.32, -0.01, 0.36, 0.33, -0.21, 0.31, 0.30, 0.36, 0.31],
  "gap_ha": 0.4132,
  "total_charge": 0,
  "homo_ha": -0.404,
  "smiles": "FC(F)C(F)(F)COC(F)(F)C(F)F.FC(F)C(F)(F)COC(F)(F)C(F)F.FC(F)C(F)(F)COC(F)(F)C(F)F.FC(F)C(F)(F)COC(F)(F)C(F)F.FC(F)C(F)(F)COC(F)(F)C(F)F.FC(F)C(F)(F)COC(F)(F)C(F)F.C[C@@H](F)CBCCC(F)(F)F",
  "total_energy_ha": -7062.159641
}

No. 8
{
  "formula": "C3H2FO2Rb",
  "method": "ωB97M-V/def2-TZVPD",
  "species": ["O", "O", "C", "C", "C", "H", "H", "F", "Rb"],
  "xyz": [[0.62, -1.00, 0.19], [0.21, 1.01, -0.54], [-0.73, -0.97, 0.14], [-1.14, 0.39, -0.24], [1.18, 0.18, -0.32], [-1.29, -1.89, 0.22], [-1.78, 0.51, -1.12], [-1.68, 1.10, 0.79], [4.60, 0.69, 0.88]],
  "mulliken_charge": [-0.26, -0.22, -0.25, 0.29, 0.05, 0.40, 0.22, -0.22, 0.99],
  "gap_ha": [0.2928, 0.3643],
  "total_charge": 1,
  "multiplicity": 2,
  "homo_ha": [-0.437, -0.510],
  "total_energy_ha": -389.622984
}